The following is a DFT calculation (wB97M-V/def2-TZVPD) of the molecule C12H10ClN3O2 in a non-equilibrium geometry.

Summary:
Maximum force, eV/Å: 5.2
Energy, Ha: -1238.0643
SMILES: O=C(/C=C/c1ccc(-c2cc[nH]n2)cc1Cl)NO
Charge: 0
Spin multiplicity: 1
HOMO, Ha: -0.304
Orbital gap, eV: 7.659

The geometry in XYZ format:
```
28
C12H10ClN3O2 wB97M-V/def2-TZVPD
O 2.3489 4.7645 0.4303
C 2.6242 3.9385 -0.4144
C 1.9254 2.6824 -0.5641
C 1.3331 1.8825 0.4495
C 0.5978 0.6029 0.2927
C 0.2166 -0.0489 1.5402
C -0.5571 -1.1537 1.5379
C -0.9839 -1.7356 0.2837
C -2.0440 -2.8102 0.3544
C -2.1866 -3.8917 1.4030
C -3.2817 -4.5453 0.9351
N -3.7331 -3.9228 -0.2806
N -2.9212 -2.9298 -0.6216
C -0.3018 -1.3028 -0.8939
C 0.5329 -0.1839 -0.9536
Cl 1.1655 0.0349 -2.5493
N 3.2066 4.5008 -1.5213
O 3.5232 5.8820 -1.5435
H 1.8342 2.3967 -1.6007
H 1.3580 2.2623 1.5180
H 0.5031 0.3728 2.4387
H -1.0454 -1.5629 2.3839
H -1.5308 -4.1872 2.1616
H -3.4314 -5.5193 1.3870
H -4.4945 -4.2889 -0.9533
H -0.6002 -1.6342 -1.8228
H 3.0455 4.0223 -2.4072
H 2.8970 6.3746 -0.9899
```

=====

The following is a DFT calculation (wB97M-V/def2-TZVPD) of a cluster of 2 separate species, C12H10F2 in total in a non-equilibrium geometry.

Summary:
Maximum force, eV/Å: 3.6
Energy, Ha: -662.9644
SMILES: Fc1ccccc1.Fc1ccccc1
Charge: 0
Spin multiplicity: 1
HOMO, Ha: -0.336
Orbital gap, eV: 10.124

The geometry in XYZ format:
```
24
C12H10F2 wB97M-V/def2-TZVPD
F 1.0285 1.3459 1.0435
C 0.3947 2.0165 0.0197
C -0.8554 2.5425 0.2485
C -1.4593 3.2459 -0.8085
C -0.7889 3.4303 -1.9982
C 0.3958 2.8517 -2.2972
C 1.0305 2.1594 -1.2429
H -1.3452 2.3085 1.1822
H -2.4556 3.5952 -0.5809
H -1.3200 3.7341 -2.8881
H 0.8517 3.0104 -3.2633
H 2.0186 1.7329 -1.3324
F 1.2149 -0.8996 -0.8234
C 0.6997 -1.7308 0.1307
C -0.7029 -1.9409 0.2792
C -1.2079 -2.8926 1.0977
C -0.2949 -3.5947 1.8510
C 1.0683 -3.4640 1.8350
C 1.6108 -2.4694 0.9184
H -1.2900 -1.3630 -0.4193
H -2.2782 -3.0337 1.1266
H -0.7296 -4.3615 2.4752
H 1.7521 -3.9966 2.4793
H 2.6621 -2.2266 0.9671
```

=====

The following is a DFT calculation (wB97M-V/def2-TZVPD) of a structure of composition C12H10IN5O5STc.

Summary:
Maximum force, eV/Å: 0.9
Energy, Ha: -1889.2525
Charge: +2
Spin multiplicity: 4
HOMO (alpha / beta), Ha: -0.552 / -0.553
Orbital gap (alpha / beta), eV: 6.891 / 5.301

The geometry in XYZ format:
```
35
C12H10IN5O5STc wB97M-V/def2-TZVPD
Tc 0.7038 -0.0080 0.3470
O -3.1086 -3.5880 3.5936
C -2.4045 -2.8774 2.9727
C -1.8008 -3.1632 1.5434
O -1.9172 -4.1434 0.8808
C -1.0128 -1.9413 1.2385
C -1.0741 -0.9794 2.2359
O -0.3961 0.0984 2.0997
C -1.9625 -1.4126 3.3634
O -2.2476 -0.8079 4.3427
O -0.2607 -1.6932 0.2038
I -1.5472 4.6034 -2.9437
C -1.3521 3.0708 -1.6012
C -2.3072 2.6074 -0.6981
N -1.7700 1.5946 -0.0202
N -0.4963 1.3638 -0.4149
C -0.2417 2.2700 -1.3821
H -3.3148 2.9327 -0.4982
H -2.1642 1.0889 0.7579
H 0.7222 2.2826 -1.8605
C 4.5872 3.2687 -2.2017
C 4.6317 2.2101 -1.1050
C 3.7257 1.0640 -1.3908
N 2.6180 0.8171 -0.7749
N 1.9606 -0.2851 -1.2480
C 2.5655 -0.9002 -2.2427
N 2.1116 -1.9924 -2.8414
S 4.0419 -0.0810 -2.6645
H 5.2623 4.0807 -1.9433
H 3.5869 3.6853 -2.3121
H 4.9029 2.8701 -3.1650
H 4.3275 2.6200 -0.1400
H 5.6457 1.8214 -0.9816
H 1.2537 -2.4309 -2.5432
H 2.6240 -2.4319 -3.5892
```